Entry from OMol25: C35H47B2F4N9NdS5 as an isolated structure (the ωB97M-V functional and the def2-TZVPD basis).

```
103
Properties=species:S:1:pos:R:3:forces:R:3:mulliken_charge:R:1
Nd 13.6178 8.3152 12.3395 -0.9 -1.8 0.6 0.9690
C 15.0949 13.8963 10.0539 0.1 0.1 0.2 -1.7126
C 16.3104 13.0466 9.8905 0.3 1.1 -0.4 -0.2777
C 17.4666 13.4388 9.2552 -0.5 0.1 0.3 -0.2609
C 18.5433 12.5489 9.0740 0.5 0.4 -0.3 0.1650
N 18.4675 11.3049 9.4514 0.2 -1.0 0.1 -0.6516
N 17.3483 10.9273 10.0317 0.0 0.3 -0.1 0.6620
B 16.7426 9.5744 10.5628 0.1 -0.5 0.2 -0.7102
N 17.6087 9.0730 11.7654 -0.1 0.6 -0.1 0.9117
N 18.5007 10.0092 12.1686 -0.1 -0.1 0.0 -0.5753
C 19.4114 9.6879 13.0356 -0.4 -0.2 0.1 0.2857
C 19.5069 8.3485 13.5178 0.0 0.6 -0.4 -0.4812
C 18.6024 7.4201 13.1307 0.5 -0.3 0.4 -0.6472
C 18.6907 6.0128 13.6324 -0.7 0.4 0.4 -1.7827
C 17.5290 7.8403 12.2868 -0.4 -0.2 -0.3 1.3775
S 16.1983 6.8178 11.9678 0.1 0.2 0.1 -0.2656
C 20.3227 10.7744 13.5502 0.3 0.3 0.3 2.1098
C 19.9854 12.1448 12.9699 0.1 -0.1 -0.3 -1.7645
C 20.1550 10.8811 15.0710 0.2 0.5 -0.2 -1.8757
C 21.7803 10.4187 13.2092 0.1 0.2 0.2 -1.6583
N 16.6217 8.5275 9.4546 0.1 0.0 0.5 0.6664
N 17.9214 8.2350 9.1678 0.0 0.3 0.1 -0.1512
C 18.1818 7.4396 8.1951 0.3 -0.5 -0.6 0.3055
C 17.1267 6.9155 7.3934 -0.1 0.3 0.0 -0.7728
C 15.8317 7.1607 7.6988 -0.3 0.0 0.0 -0.0266
C 14.6904 6.6421 6.8740 0.3 -0.1 -0.1 -1.8289
C 15.5471 7.9413 8.8848 0.0 -0.1 0.0 0.7511
S 13.9410 8.0342 9.4524 0.6 0.1 -0.1 -0.3890
C 19.6298 7.0557 7.8948 0.3 -0.2 0.8 2.3246
C 19.7545 5.5099 7.9564 0.1 0.5 -0.4 -1.7416
C 20.6063 7.6284 8.9341 -0.9 0.2 0.0 -1.7984
C 20.0338 7.5216 6.5062 0.3 0.5 0.0 -1.6777
C 16.3324 11.7270 10.2929 -0.4 -0.6 0.2 0.2967
S 15.1296 10.6646 10.9426 0.1 -0.1 0.1 0.2127
C 19.8368 13.0210 8.4044 -0.6 -0.6 -0.3 2.0461
C 20.8706 11.9077 8.3630 0.5 0.1 0.4 -1.3443
C 19.5186 13.4343 6.9597 -0.1 0.3 0.1 -1.7533
C 20.3898 14.1876 9.1919 0.6 0.2 0.2 -1.4655
H 15.2368 14.8868 9.6316 0.1 0.1 0.1 0.4397
H 14.7660 13.9812 11.0930 0.2 0.0 0.0 0.3327
H 14.2762 13.4337 9.5264 -0.4 -0.2 -0.3 0.3841
H 17.5474 14.4431 8.8721 0.0 0.2 0.0 0.4771
H 20.2972 8.0905 14.1990 0.2 -0.1 0.1 0.5621
H 19.6376 5.8053 14.1137 0.2 0.1 -0.1 0.5176
H 18.4928 5.3143 12.8365 0.0 -0.3 -0.2 0.3842
H 17.9029 5.8697 14.3850 0.1 -0.2 -0.2 0.3167
H 18.9526 12.4403 13.1588 0.0 -0.1 0.1 0.3151
H 20.1418 12.1436 11.8964 0.0 0.0 -0.3 0.0270
H 20.6545 12.8892 13.3973 0.0 0.0 0.1 0.5653
H 19.1484 11.2082 15.3216 -0.1 -0.1 0.1 0.2698
H 20.8541 11.6278 15.4550 -0.1 0.0 -0.1 0.5159
H 20.3902 9.9698 15.5823 0.0 -0.7 0.3 0.4062
H 21.9349 10.4283 12.1365 0.0 -0.1 -0.3 0.2450
H 22.0712 9.4438 13.5906 0.0 -0.2 0.0 0.3433
H 22.4786 11.1402 13.6481 -0.2 0.0 0.0 0.4561
H 17.3691 6.3481 6.5115 0.0 -0.2 -0.1 0.4441
H 15.0503 6.0807 6.0083 0.0 0.1 0.1 0.3927
H 14.0704 7.4617 6.5276 -0.1 0.2 -0.1 0.3687
H 14.0272 6.0129 7.4563 0.0 -0.2 0.2 0.4012
H 19.5378 5.1224 8.9447 -0.1 0.0 0.2 0.3348
H 20.7718 5.2190 7.6818 -0.1 0.0 0.1 0.4720
H 19.0831 5.0482 7.2415 -0.1 -0.2 -0.1 0.3665
H 20.3181 7.2938 9.9254 0.0 -0.1 0.3 0.2528
H 20.6033 8.7148 8.9564 0.0 0.2 -0.1 0.1178
H 21.6020 7.2860 8.7250 0.5 -0.2 -0.1 0.5801
H 19.3962 7.0814 5.7551 -0.1 -0.1 -0.4 0.3569
H 21.0627 7.2063 6.3220 -0.1 -0.1 -0.1 0.4922
H 20.0233 8.6165 6.3888 -0.2 -0.3 0.2 0.2327
H 20.5270 11.0479 7.7969 0.0 -0.1 -0.2 0.1007
H 21.1273 11.5580 9.3717 -0.1 0.0 -0.2 0.0395
H 21.7915 12.3197 7.9243 -0.3 -0.3 0.0 0.5582
H 19.1550 12.6028 6.3625 -0.1 -0.2 0.0 0.3727
H 20.4230 13.7895 6.4772 0.2 0.1 0.0 0.4872
H 18.7895 14.2459 6.9113 0.0 0.0 0.0 0.3350
H 20.5948 13.8971 10.2297 -0.1 0.1 -0.1 0.1807
H 19.7157 15.0392 9.1922 0.0 0.2 0.0 0.3759
H 21.3434 14.4975 8.7406 -0.3 0.0 0.1 0.4631
C 8.4094 9.7437 10.6577 0.3 -0.5 -0.5 -0.8170
S 9.0236 10.6030 12.0990 -0.2 0.3 0.4 -0.0295
C 10.7058 10.2158 12.1901 0.8 -0.1 -0.6 0.6718
S 11.5351 9.3211 10.9482 -0.6 0.1 -0.1 -0.4227
N 11.3264 10.7751 13.1986 -1.4 0.2 0.2 -1.4092
N 12.5601 10.3266 13.4366 0.6 0.0 0.2 0.9854
C 13.1497 10.9250 14.4095 0.0 0.3 -0.1 -0.9265
C 14.4622 10.4797 14.8477 0.3 -0.6 -0.3 0.8241
C 15.2317 11.2157 15.7498 -0.3 -0.3 -0.1 -0.9371
C 16.3644 10.6358 16.2846 0.4 -0.4 -0.3 -0.3616
C 16.7348 9.3483 15.8912 -0.3 0.5 0.3 -1.0977
C 15.9510 8.7206 14.9416 0.0 0.0 -0.1 -0.5861
N 14.8646 9.2581 14.3777 0.0 0.9 0.8 0.1938
H 7.3275 9.7027 10.7184 -0.1 0.1 0.3 0.3537
H 8.7896 8.7207 10.6343 -0.1 0.1 0.0 0.2828
H 8.6706 10.2351 9.7255 0.2 0.1 0.0 0.3010
H 12.6251 11.7340 14.9225 0.2 -0.1 -0.1 0.4450
H 14.9323 12.2112 16.0462 -0.1 0.0 0.0 0.4934
H 16.9738 11.1852 16.9824 0.1 0.1 0.2 0.5418
H 17.5848 8.8389 16.3320 -0.1 0.1 -0.1 0.4543
H 16.1933 7.7284 14.6162 0.1 -0.4 -0.2 1.1847
F 13.3798 6.1837 14.1152 -0.2 0.1 -0.2 -0.3781
B 12.0791 5.9421 13.5066 0.7 1.1 -0.7 0.4965
F 11.3618 4.9344 13.9969 0.1 -0.1 0.1 -0.2358
F 11.4545 7.2487 13.6066 0.4 -0.2 -0.1 -0.3563
F 12.4151 5.8376 12.0954 0.1 0.3 0.4 -0.4255
```
Positions in Å, forces in eV/Å.

Calculated values
HOMO-LUMO gap (alpha / beta): 6.8 / 6.8 eV
E_LUMO (alpha / beta): -3.3 / -3.3 eV
Multiplicity: 4
Total charge: +1

Entry from OMol25: C35H47Cl2MnN5O2SSb2 as an isolated structure (the ωB97M-V functional and the def2-TZVPD basis).

```
95
Properties=species:S:1:pos:R:3:forces:R:3:mulliken_charge:R:1
Mn -2.2408 -1.2934 -1.0067 -0.1 -0.2 0.2 -0.1938
C 4.1530 -1.2624 1.1420 0.0 0.0 0.0 -1.1043
Sb 2.0546 -1.6391 1.5095 0.0 0.1 0.1 0.4894
C 1.6553 0.3713 2.1494 0.0 0.0 0.0 -0.6912
C 2.4951 -2.4467 3.5143 0.1 -0.1 0.0 -2.0436
C 2.0336 -1.6228 4.6711 0.3 0.0 -0.1 1.0078
C 2.9016 -0.6816 5.2281 0.0 0.1 0.0 -0.4142
C 2.5209 0.1414 6.2770 -0.1 -0.1 0.0 -0.7923
C 1.2392 0.0150 6.8023 0.1 -0.1 -0.1 -0.7003
C 0.3802 -0.9332 6.2699 0.0 0.1 0.1 -0.6884
C 0.7535 -1.7616 5.2086 -0.3 0.0 0.1 1.2201
C -0.2321 -2.7278 4.6572 -0.1 -0.1 0.0 -1.7167
Sb -1.4415 -1.8399 3.0539 0.1 -0.1 -0.1 0.6079
C -2.8151 -0.9284 4.4337 0.0 0.0 0.0 -1.3443
C -2.5609 -3.6497 2.7989 0.0 0.0 0.0 -1.3868
H 4.5783 -0.7367 1.9984 0.0 0.0 0.0 0.4467
H 4.2842 -0.6565 0.2472 0.0 0.0 0.0 -0.0848
H 4.6803 -2.2076 1.0063 0.0 0.0 0.0 0.4673
H 2.5967 0.8786 2.3694 0.0 0.0 0.0 0.3238
H 1.0474 0.3525 3.0515 0.0 0.0 0.0 0.4709
H 1.1203 0.8935 1.3591 0.0 0.0 0.0 -0.2243
H 3.5830 -2.5125 3.5238 0.0 0.0 0.0 0.6733
H 2.1017 -3.4645 3.5512 0.0 0.1 0.0 0.4948
H 3.9025 -0.5961 4.8175 0.0 0.0 0.0 0.3456
H 3.2173 0.8636 6.6845 0.0 0.0 0.0 0.3973
H 0.9154 0.6398 7.6254 0.0 0.0 0.0 0.3977
H -0.6155 -1.0462 6.6849 0.0 0.0 0.0 0.3465
H -0.9362 -3.0411 5.4281 0.0 -0.1 0.0 0.7115
H 0.2345 -3.6209 4.2337 -0.1 0.1 0.1 0.4132
H -2.9212 -1.5706 5.3088 0.0 0.0 0.0 0.4736
H -3.7846 -0.8114 3.9540 0.0 0.0 0.0 0.2961
H -2.4527 0.0524 4.7392 0.0 0.0 0.0 0.3432
H -3.1286 -3.8655 3.7047 0.0 0.0 0.0 0.3911
H -1.8756 -4.4752 2.6010 0.0 0.0 0.0 0.4096
H -3.2373 -3.5154 1.9580 0.0 0.0 0.0 0.3399
O -4.6957 2.4928 -6.1520 0.0 0.0 0.0 -0.5010
C -5.3218 2.4656 -4.8817 0.0 0.0 0.0 -0.6862
C -4.6591 1.4274 -4.0212 0.0 0.0 0.0 0.4981
C -5.3108 0.9192 -2.9046 0.0 0.0 0.0 -0.8482
C -4.6609 0.0121 -2.0928 0.0 0.0 0.0 -0.6104
N -3.4175 -0.4059 -2.3493 0.2 0.2 -0.1 -0.3195
C -2.7930 0.0484 -3.4508 -0.1 0.0 0.0 0.1043
C -3.3815 0.9710 -4.3021 0.0 0.0 0.0 -0.3185
C -1.4619 -0.5531 -3.6796 0.0 0.0 -0.1 0.7094
C -0.6671 -0.2690 -4.7772 0.0 0.0 0.0 -0.5602
C 0.5315 -0.9489 -4.9533 0.0 0.0 0.0 0.6691
C 1.3938 -0.6778 -6.1579 0.0 0.0 0.0 -0.9172
O 0.8369 -1.2231 -7.3454 0.0 0.0 0.0 -0.5238
C 0.8828 -1.9066 -4.0160 0.0 0.0 0.0 -0.5724
C 0.0614 -2.1106 -2.9223 0.0 0.0 0.0 -0.3395
N -1.0829 -1.4504 -2.7453 0.1 0.1 0.0 0.0126
H -5.0936 3.1910 -6.6786 0.0 0.0 0.0 0.3036
H -6.3885 2.2356 -4.9665 0.0 0.0 0.0 0.3399
H -5.2286 3.4377 -4.3826 0.0 0.0 0.0 0.2978
H -6.3181 1.2271 -2.6557 0.0 0.0 0.0 0.4561
H -5.1190 -0.4017 -1.2042 0.0 0.0 0.0 0.6454
H -2.8717 1.3335 -5.1810 0.0 0.0 0.0 0.5488
H -0.9734 0.4714 -5.5030 0.0 0.0 0.0 0.3997
H 2.4061 -1.0559 -5.9825 0.0 0.0 0.0 0.3231
H 1.4612 0.3958 -6.3324 0.0 0.0 0.0 0.3462
H 0.7015 -2.1678 -7.2176 0.0 0.0 0.0 0.3359
H 1.8013 -2.4733 -4.1094 0.0 0.1 0.0 0.4285
H 0.3274 -2.8174 -2.1461 0.0 0.0 0.0 0.4563
C 4.7196 2.6227 0.2007 0.0 0.0 0.0 -1.2428
N 3.5957 2.4702 -0.7169 -0.1 0.0 0.0 0.1426
C 2.4414 3.2768 -0.3513 0.0 0.0 0.0 -1.0166
C 3.4193 1.3164 -1.4224 -0.1 0.2 0.2 -0.5623
S 1.9090 0.6379 -1.6471 -0.1 -0.1 -0.2 0.5133
N 4.5647 0.7569 -1.8998 0.1 -0.2 -0.1 0.3614
C 4.5633 -0.5981 -2.4166 0.0 0.0 -0.1 -1.0920
C 5.6589 1.5764 -2.3978 0.0 0.0 0.0 -1.1922
H 4.3474 2.6048 1.2288 0.0 0.0 0.0 0.4074
H 5.2347 3.5714 0.0361 0.0 0.0 0.0 0.3353
H 5.4263 1.8064 0.0841 0.0 0.0 0.0 0.4168
H 2.7994 4.2704 -0.0798 0.0 0.0 0.0 0.3237
H 1.9002 2.8446 0.4944 0.0 0.0 0.0 0.3064
H 1.7571 3.3540 -1.1913 0.0 0.0 0.0 0.3894
H 3.7948 -1.1845 -1.9201 0.0 0.0 0.0 0.3240
H 5.5419 -1.0437 -2.2301 0.0 0.0 0.0 0.3923
H 4.3721 -0.6114 -3.4973 0.0 0.0 0.1 0.2733
H 5.4714 2.6273 -2.1996 0.0 0.0 0.0 0.3693
H 5.7476 1.4398 -3.4800 0.0 0.0 0.0 0.3727
H 6.6081 1.2901 -1.9392 0.0 0.0 0.0 0.3317
Cl -5.8464 -1.3262 2.0200 0.0 0.0 0.0 -0.2086
C -4.8615 0.0773 1.7057 0.0 0.0 0.0 0.3060
C -5.2740 1.3067 2.1741 0.0 0.0 0.0 -0.2959
C -4.5257 2.4550 1.9252 0.0 0.0 0.0 -0.6908
C -3.3573 2.3459 1.1816 0.0 0.0 0.0 -0.5468
C -2.9787 1.1041 0.7262 0.0 0.0 0.0 0.5525
Cl -1.5059 0.9481 -0.2492 0.0 0.1 0.0 0.1023
C -3.6705 -0.1200 0.9489 0.1 0.1 0.1 -0.3411
N -3.2242 -1.2799 0.4649 -0.3 0.0 -0.1 -0.6516
H -6.1945 1.3652 2.7403 0.0 0.0 0.0 0.4455
H -4.8495 3.4139 2.3041 0.0 0.0 0.0 0.3831
H -2.7495 3.2134 0.9585 0.0 0.0 0.0 0.4314
```
Positions in Å, forces in eV/Å.

Calculated values
HOMO-LUMO gap (alpha / beta): 5.4 / 5.9 eV
E_LUMO (alpha / beta): -0.4 / -0.5 eV
Multiplicity: 2
Total charge: 0

Entry from OMol25: C35H47EuF4N5OS2 as an isolated structure (the ωB97M-V functional and the def2-TZVPD basis).

```
95
Properties=species:S:1:pos:R:3:forces:R:3:mulliken_charge:R:1
Eu -0.6926 0.0621 0.8627 -0.1 0.9 -0.1 0.1994
C 0.7406 2.8571 4.4927 0.0 0.0 0.0 -1.4950
C 0.2377 1.7888 3.5286 0.2 0.1 0.0 -0.3842
N 0.8359 1.8084 2.1720 -0.2 -0.2 0.0 1.6568
C 2.3052 1.6093 2.1915 0.0 -0.1 0.0 -0.5714
C 2.7901 0.4711 3.0745 0.0 0.0 0.0 -1.2419
C 0.5325 3.0852 1.4931 0.0 -0.1 -0.2 -1.4844
C 0.6509 3.0277 -0.0218 0.0 -0.2 -0.2 -1.1570
N 0.0431 1.8126 -0.5592 -0.1 -0.3 0.0 0.8938
C 0.0011 1.6363 -1.9147 0.0 0.1 0.1 -0.3060
C -0.3400 0.3712 -2.4142 0.0 0.0 -0.1 0.6764
F -0.5696 -0.6201 -1.4892 0.1 -0.2 0.2 -0.5544
C -0.4249 0.0298 -3.7398 0.0 0.0 0.0 0.3090
F -0.7673 -1.2236 -4.0608 0.0 -0.1 0.0 -0.3473
C -0.1635 0.9608 -4.7197 0.0 0.0 -0.2 -0.7265
C 0.1803 2.2230 -4.2783 0.0 0.0 0.0 0.3332
F 0.4539 3.1741 -5.1740 0.0 0.1 -0.1 -0.3583
C 0.2610 2.5605 -2.9418 0.0 0.1 0.0 0.3686
F 0.6100 3.8273 -2.6509 0.0 0.1 0.0 -0.4118
H 0.1880 2.7819 5.4311 0.0 0.0 0.0 0.4566
H 0.5912 3.8641 4.0983 0.0 -0.1 0.0 0.3208
H 1.7998 2.7303 4.7217 0.0 0.0 0.0 0.2791
H -0.8411 1.9083 3.3999 0.0 0.0 0.0 -0.0617
H 0.4010 0.7968 3.9494 0.0 0.0 0.0 0.4925
H 2.7822 2.5415 2.5130 0.0 0.0 0.0 0.4659
H 2.6163 1.4327 1.1612 0.0 0.0 0.0 0.0976
H 2.7765 0.7361 4.1326 0.0 0.0 0.0 0.3249
H 3.8193 0.2265 2.8069 0.0 0.0 0.0 0.4236
H 2.1890 -0.4274 2.9482 0.0 0.0 0.0 0.1021
H 1.2072 3.8760 1.8326 0.0 0.1 0.2 0.4960
H -0.4828 3.3662 1.7600 -0.1 0.0 0.0 0.5146
H 1.7033 3.0928 -0.3190 0.1 0.0 0.0 0.3232
H 0.1713 3.9308 -0.3985 0.0 0.1 0.0 0.6018
H -0.2222 0.7208 -5.7723 0.0 0.0 0.1 0.5321
C 3.4325 1.4372 -2.9215 0.0 0.1 0.0 -1.7165
C 4.5554 0.4732 -2.5473 0.0 0.0 0.0 2.0738
C 4.9386 -0.3256 -3.8029 0.0 0.0 0.0 -1.8057
C 5.7647 1.2900 -2.0672 0.0 0.0 0.0 -1.7602
C 4.1226 -0.4939 -1.4447 0.0 0.0 0.0 -0.3286
C 5.0299 -1.4761 -0.9967 0.0 0.0 0.0 -0.4319
C 4.7020 -2.3914 -0.0219 0.0 -0.1 0.0 -1.5482
C 3.4283 -2.3218 0.5401 0.0 -0.1 0.0 1.2289
S 2.7222 -3.2987 1.7827 0.0 -0.1 0.0 -0.4345
C 1.2662 -2.3707 1.6997 0.1 0.0 0.1 0.5439
N 1.2976 -1.4046 0.8141 -0.1 0.0 -0.1 0.4814
C 2.5183 -1.3555 0.1306 -0.2 0.0 0.0 -1.1731
C 2.8631 -0.4435 -0.8715 -0.1 0.0 0.0 0.7684
C 0.1398 -2.5882 2.6288 0.0 0.0 0.0 0.8858
C 0.1992 -3.6431 3.5431 0.1 -0.1 0.0 -0.9761
C -0.8231 -3.8294 4.4567 0.0 0.0 0.0 -0.8429
C -1.9013 -2.9534 4.4524 0.0 -0.1 0.0 -0.7266
C -1.9463 -1.9153 3.5310 -0.2 0.1 0.0 -0.4792
C -0.9452 -1.6886 2.5855 0.3 0.0 0.0 0.2097
H 3.7777 2.1140 -3.7068 0.0 0.0 0.0 0.6226
H 3.1227 2.0526 -2.0698 0.0 0.0 -0.1 0.2212
H 2.5582 0.9019 -3.3027 0.0 0.0 0.0 0.2151
H 5.2343 0.3585 -4.6023 0.0 0.0 0.0 0.4531
H 4.0919 -0.9197 -4.1563 0.0 0.0 0.0 0.3700
H 5.7746 -1.0030 -3.6171 0.0 0.0 0.0 0.3812
H 6.0743 1.9895 -2.8476 0.0 0.0 0.0 0.4480
H 6.6193 0.6527 -1.8309 0.0 0.0 0.0 0.3688
H 5.5128 1.8657 -1.1724 0.0 0.0 0.0 0.3445
H 6.0203 -1.5231 -1.4335 -0.1 0.0 0.0 0.4624
H 5.4137 -3.1426 0.3014 0.0 0.1 0.0 0.4190
H 2.1321 0.2957 -1.1777 0.0 0.0 0.0 -0.0904
H 1.0436 -4.3255 3.5453 0.0 0.0 0.0 0.4310
H -0.7773 -4.6443 5.1679 0.0 0.0 0.0 0.4100
H -2.7055 -3.0798 5.1682 0.0 0.0 0.0 0.4591
H -2.8130 -1.2573 3.5588 0.0 0.0 0.0 0.2957
C -4.0186 -2.8666 0.8192 -0.1 0.0 -0.1 -1.4272
N -4.5237 -2.5337 -0.5111 -0.1 -0.1 0.0 0.2734
C -4.8819 -3.7013 -1.3220 0.0 0.1 0.1 -1.1914
C -4.4027 -1.2995 -1.0214 0.3 -0.3 -0.2 0.1826
S -3.4197 -0.1192 -0.2796 -0.2 0.2 0.1 -0.0759
N -5.0826 -1.0089 -2.1605 -0.1 0.1 0.1 0.1276
C -4.6822 0.1215 -2.9946 0.0 0.0 0.1 -0.9185
C -6.5111 -1.3250 -2.2760 0.1 -0.1 -0.1 -1.1876
H -4.6090 -3.6919 1.2149 0.0 0.0 0.0 0.4273
H -4.1040 -2.0151 1.4820 0.0 0.1 0.0 0.3935
H -2.9707 -3.1686 0.7770 0.0 0.0 0.0 0.4814
H -4.1543 -4.4879 -1.1225 0.0 0.0 0.0 0.4301
H -4.8448 -3.4572 -2.3775 0.0 0.1 -0.1 0.3816
H -5.8717 -4.0828 -1.0700 0.0 0.0 0.0 0.3308
H -3.6015 0.1645 -3.0870 0.0 0.0 0.0 0.1785
H -5.0406 1.0710 -2.5906 0.0 0.0 0.0 0.3357
H -5.1161 -0.0286 -3.9828 0.0 0.0 0.0 0.3618
H -6.8309 -1.9991 -1.4921 0.0 -0.1 0.1 0.3996
H -6.7305 -1.7743 -3.2447 0.0 0.0 0.0 0.3376
H -7.0886 -0.4024 -2.1830 0.0 0.0 0.0 0.3813
C -3.3901 2.4506 2.3372 -0.1 -0.1 -0.1 -0.9522
O -2.4146 2.0386 1.3680 0.3 -0.1 0.2 0.0862
H -4.3961 2.2603 1.9663 0.0 0.0 0.0 0.2781
H -3.2733 3.5068 2.5750 0.0 0.0 0.0 0.3225
H -3.2298 1.8604 3.2356 0.0 0.0 0.0 0.2965
H -2.6385 2.4131 0.5084 0.0 0.0 -0.1 0.1988
```
Positions in Å, forces in eV/Å.

Calculated values
HOMO-LUMO gap (alpha / beta): 6.6 / 7.6 eV
E_LUMO (alpha / beta): -3.3 / -2.4 eV
Multiplicity: 7
Total charge: +1